Arrangement w

This record from OMol25 describes a structure of composition C7H9N. The level of theory is ωB97M-V with the def2-TZVPD basis set.

```
! RIJCOSX wB97M-V def2-TZVPD def2/J DEFGRID3
* xyz 0 1
N 1.70906 0.84377 -0.15489
H -4.29877 0.17247 -0.22177
C 0.41020 -0.71632 1.12570
C 0.35763 -0.74550 -0.98949
H -0.03458 -1.88541 -0.87709
H 0.25364 1.59498 1.34102
C -3.18779 0.18438 -0.05574
C -1.95718 -0.03084 -0.06445
C -0.43523 -0.02571 0.10929
H 0.52979 -0.14136 2.01910
H 1.85609 1.09306 -1.14403
H 0.22130 -1.76249 1.28128
C 1.44002 -0.53778 -0.01977
H 0.47400 -0.39434 -1.99595
H -0.01634 2.08354 -0.48200
H 2.39456 -1.01633 -0.07070
C 0.28360 1.28387 0.19950
*
```

Output
* frontier orbital gap: 9.9261 eV

---

Arrangement x

This record from OMol25 describes an isolated molecule of C7H9N. The level of theory is ωB97M-V with the def2-TZVPD basis set.

```
! RIJCOSX wB97M-V def2-TZVPD def2/J DEFGRID3
* xyz 0 1
N 1.38365 0.74220 -0.61201
H -2.11429 -2.03240 0.95949
C -0.02177 0.80943 -0.29415
H 0.72460 -0.27959 -2.23066
C -0.04969 -1.45867 0.33096
H -0.48340 0.47477 -1.18301
C -1.78303 0.14154 1.06704
H 1.06683 -0.09982 1.29084
H 0.47831 -2.39617 0.30677
C 1.72341 0.15594 -1.87961
H -1.12625 2.30429 1.16043
C -1.34684 -1.27875 0.81147
C 0.79038 -0.21588 0.24403
C -1.01059 1.24394 0.83561
H 2.44411 -0.76031 -1.78432
H -2.70034 0.21644 1.60283
H 2.21368 0.99207 -2.53042
*
```

Output
* frontier orbital gap: 9.0805 eV
* SMILES: CN1[C@@H]2C=CC=C[C@H]21

---

Most stable of them? arrangement w.